w.
H21O11 | the ωB97M-V functional and the def2-TZVPD basis

XYZ file:
```
32
Properties=species:S:1:pos:R:3:mulliken_charge:R:1
O -1.385 0.777 3.841 -0.68
O 0.667 -3.505 0.304 -0.63
O -0.634 0.187 1.153 -0.98
O 0.706 2.207 1.516 -0.75
O -0.517 -1.835 4.020 -0.74
O -0.658 4.924 -1.103 -0.66
O -0.977 -3.147 -3.019 -0.57
O -2.360 1.147 -0.453 -0.71
O 3.616 0.469 -1.635 -0.68
O 1.867 -0.384 0.169 -0.78
O -0.608 0.135 -4.687 -0.63
H 4.464 0.003 -1.589 0.27
H 2.804 -0.038 -1.203 0.44
H -1.262 -0.181 3.969 0.41
H -0.770 -0.745 -4.364 0.26
H 2.038 0.350 0.799 0.18
H -1.535 1.440 -0.039 0.38
H -0.010 1.425 1.384 0.40
H 0.855 -0.420 0.215 0.49
H -1.862 -3.563 -2.918 0.35
H 1.473 1.908 1.055 0.28
H 0.186 -3.084 -0.457 0.29
H 1.528 -3.374 -0.209 0.32
H -2.677 0.610 0.364 0.31
H -0.359 0.646 -3.916 0.33
H 0.409 -1.557 4.080 0.33
H -0.365 4.253 -0.481 0.35
H -0.892 -1.809 3.132 0.37
H -0.898 1.252 3.173 0.31
H -1.341 -2.413 -3.543 0.26
H -0.119 -0.097 1.904 0.16
H -1.388 4.421 -1.464 0.31
```

## Properties
Frontier orbital gap: 8.36 eV
HOMO: -5.96 eV
Charge: -1


x.
H21O11 | the ωB97M-V functional and the def2-TZVPD basis

XYZ file:
```
32
Properties=species:S:1:pos:R:3:mulliken_charge:R:1
O 2.346 -1.277 1.751 -0.68
O 1.406 2.323 -1.176 -0.62
O 0.815 -2.921 -0.855 -0.70
O 4.086 -1.206 -0.466 -0.64
O -0.605 0.350 -2.879 -0.67
O -2.781 1.163 0.540 -0.66
O -2.094 -2.216 -0.340 -0.62
O 0.379 -0.213 -0.007 -0.72
O -1.433 -0.792 1.819 -0.78
O -2.053 2.412 -1.724 -0.64
O 0.835 1.491 1.817 -0.68
H 0.797 0.888 1.074 0.26
H 0.957 1.683 -0.624 0.35
H 4.509 -1.914 0.020 0.28
H -0.814 -0.641 1.104 0.28
H 0.608 -2.052 -0.511 0.28
H -2.056 3.334 -1.465 0.27
H -1.351 0.923 -2.701 0.39
H 3.164 -1.259 -0.212 0.34
H -0.586 -0.114 0.106 0.12
H 1.747 -0.895 1.109 0.30
H -0.227 0.173 -2.018 0.27
H 0.314 2.245 1.542 0.31
H 2.079 -0.892 2.586 0.31
H -1.827 -1.875 -1.193 0.36
H -1.306 -2.156 0.201 0.29
H 1.023 3.165 -0.927 0.24
H -2.253 1.935 -0.919 0.42
H -1.188 -0.151 2.487 0.34
H -3.394 1.482 1.202 0.25
H 1.407 -3.301 -0.206 0.32
H -2.502 0.307 0.865 0.43
```

## Properties
Frontier orbital gap: 9.49 eV
HOMO: -6.82 eV
Charge: -1


Of them, w has the lowest stability.


w.
C6H11NOP2 | the ωB97M-V functional and the def2-TZVPD basis

XYZ file:
```
21
Properties=species:S:1:pos:R:3:mulliken_charge:R:1
P 1.500 -3.680 -1.676 0.06
P 3.006 -4.456 -0.787 -0.04
O 1.006 -2.702 -0.343 -0.24
N -0.571 -1.247 -1.303 -0.56
C -0.864 1.377 -0.987 -0.62
C 0.535 0.488 1.077 -0.71
C 0.032 -0.969 1.083 -0.54
C -0.469 1.631 0.494 -0.69
C 0.069 -1.678 -0.258 0.68
C -1.393 -0.171 -1.301 -0.83
H 2.997 -5.348 -2.023 0.05
H -0.062 1.727 -1.631 0.33
H -1.276 1.684 1.113 0.44
H -1.855 -0.261 -2.228 0.48
H 1.514 0.597 0.627 0.37
H -1.807 1.752 -1.243 0.31
H -1.076 -1.043 1.329 0.28
H 0.573 0.848 2.072 0.37
H 0.082 2.689 0.461 0.26
H -2.199 -0.321 -0.549 0.34
H 0.697 -1.484 1.737 0.27
```

## Properties
Frontier orbital gap: 8.50 eV
HOMO: -8.91 eV
Charge: 0


x.
C6H11NOP2 | the ωB97M-V functional and the def2-TZVPD basis

XYZ file:
```
21
Properties=species:S:1:pos:R:3:mulliken_charge:R:1
P -3.528 0.561 -1.714 0.02
P -2.536 -0.753 -2.951 -0.02
O -2.541 0.391 -0.403 -0.34
N -0.522 -0.567 -1.018 -0.40
C 1.768 0.255 1.084 -0.55
C 0.414 0.469 1.846 -0.78
C -1.188 0.146 -0.226 0.57
C 1.670 -1.014 0.310 -0.63
C 0.946 -0.777 -0.996 -0.82
C -0.715 1.041 0.947 -0.40
H 1.896 1.201 0.501 0.40
H 1.382 0.060 -1.471 0.39
H 1.190 -1.659 -1.612 0.33
H 2.674 -1.543 0.095 0.31
H 0.707 1.376 2.509 0.28
H 1.014 -1.606 0.890 0.36
H 0.120 -0.401 2.415 0.43
H 2.456 0.043 1.919 0.29
H -1.542 1.380 1.636 0.30
H -0.366 1.946 0.390 0.24
H -3.297 -0.550 -4.151 0.02
```

## Properties
Frontier orbital gap: 8.12 eV
HOMO: -8.43 eV
Charge: 0


Of them, w has the lowest stability.


w.
C9H16N3O | the ωB97M-V functional and the def2-TZVPD basis

XYZ file:
```
29
Properties=species:S:1:pos:R:3:mulliken_charge:R:1
O 0.197 -1.257 0.546 -0.53
N 0.610 1.624 -1.707 0.11
N -2.942 -1.859 1.875 0.15
N 0.545 1.487 0.416 0.03
C -2.232 -1.093 1.104 -0.73
C -0.924 -2.937 1.997 -0.60
C 1.753 2.176 -1.249 0.59
C 2.806 2.682 -2.211 -1.47
C -2.247 -2.794 2.699 -0.69
C -0.121 1.189 -0.657 -0.11
C 1.751 2.044 0.095 -0.54
C -0.783 -1.508 1.488 0.38
C 0.074 1.378 -3.103 -1.03
H -1.061 -3.697 1.202 0.34
H -3.921 -2.005 1.832 0.22
H -0.896 1.127 -3.011 0.38
H 3.585 3.067 -1.590 0.38
H 0.300 2.234 -3.699 0.39
H -2.712 -3.738 2.866 0.42
H 3.099 2.003 -2.912 0.38
H 2.588 3.633 -2.604 0.40
H 0.448 -1.921 -0.174 0.32
H -0.925 0.523 -0.554 0.48
H -2.210 -2.280 3.698 0.26
H 0.572 1.018 1.382 0.33
H 0.729 0.662 -3.499 0.41
H 2.464 2.327 0.933 0.36
H 0.025 -3.223 2.477 0.33
H -0.572 -0.862 2.359 0.06
```

## Properties
Frontier orbital gap: 9.14 eV
HOMO: -11.49 eV
Charge: +1


x.
C9H16N3O | the ωB97M-V functional and the def2-TZVPD basis

XYZ file:
```
29
Properties=species:S:1:pos:R:3:mulliken_charge:R:1
O -3.557 0.046 -0.305 -0.42
N -2.251 -2.436 -0.251 -0.83
N -5.226 1.535 0.264 -0.25
N -1.169 -2.175 0.070 0.87
C 2.239 -0.599 1.295 -1.98
C 1.790 0.015 -0.074 1.91
C 0.247 -0.248 -0.177 0.72
C -0.045 -1.664 0.144 -0.35
C 2.496 -0.616 -1.302 -1.89
C -0.712 0.677 0.481 -0.72
C -4.508 0.658 -0.029 0.42
C -0.716 0.623 -1.002 -0.73
C 2.083 1.572 0.032 -1.89
H -3.054 -2.587 0.407 0.34
H 0.706 -2.190 0.710 0.42
H 1.457 -0.434 2.066 0.43
H 3.086 1.852 0.298 0.47
H -0.451 1.716 0.872 0.21
H 1.930 2.079 -0.895 0.43
H 3.057 0.063 1.568 0.43
H 2.537 -1.551 1.355 0.51
H -6.046 2.042 0.387 0.24
H -0.225 1.446 -1.471 0.37
H 2.047 -0.220 -2.179 0.44
H -1.595 0.205 -1.559 0.21
H -1.459 0.265 1.202 0.19
H 1.622 2.147 0.808 0.52
H 2.166 -1.576 -1.311 0.52
H 3.551 -0.644 -1.404 0.43
```

## Properties
Frontier orbital gap: 8.73 eV
HOMO: -13.97 eV
Charge: +1


Of them, x has the lowest stability.


w.
C7H14N2O3S | the ωB97M-V functional and the def2-TZVPD basis

XYZ file:
```
27
Properties=species:S:1:pos:R:3:mulliken_charge:R:1
S -0.314 2.345 -1.180 1.21
O 0.889 2.799 -0.523 -0.58
O -0.262 1.467 -2.264 -0.59
O -1.200 3.661 -1.699 -0.51
N -1.319 1.710 1.292 0.13
N -0.489 -0.638 0.459 -0.25
C 0.527 -1.561 0.127 -0.59
C -0.904 2.951 1.748 -0.93
C -1.222 1.439 0.015 -0.21
C -0.734 -0.498 1.702 0.11
C 0.713 -1.525 -1.394 -0.19
C 1.644 -2.672 -1.884 -1.15
C -1.293 0.605 2.185 -0.99
H -1.854 0.674 -0.406 0.49
H -0.527 -1.316 2.297 0.47
H 1.221 -3.555 -1.339 0.29
H 1.334 -2.833 -2.996 0.29
H 0.010 -2.541 0.547 0.33
H -1.559 0.906 3.241 0.30
H -1.513 3.423 -2.561 0.34
H 1.496 -1.178 0.669 0.24
H -0.315 -1.716 -1.697 0.31
H 0.154 3.160 1.919 0.39
H 1.217 -0.553 -1.801 0.13
H -1.045 3.828 0.995 0.28
H 2.699 -2.373 -1.721 0.36
H -1.335 3.384 2.707 0.30
```

## Properties
Frontier orbital gap (alpha / beta): 7.59 / 7.59 eV
HOMO (alpha / beta): -7.78 / -7.78 eV
Charge: 0


x.
C7H14N2O3S | the ωB97M-V functional and the def2-TZVPD basis

XYZ file:
```
27
Properties=species:S:1:pos:R:3:mulliken_charge:R:1
S 3.278 1.660 1.036 -0.44
O 0.743 -1.315 -1.242 -0.61
O 2.685 0.605 -1.277 -0.64
O 0.668 -3.158 0.627 -0.36
N -1.171 0.482 0.005 0.37
N 0.404 -2.047 1.090 0.04
C -1.799 -0.847 -0.049 -1.31
C 0.847 -0.970 0.119 0.88
C -2.054 1.497 0.748 -0.83
C 2.339 -0.817 0.530 -1.09
C -1.036 1.051 -1.368 -1.19
C 0.174 0.358 0.611 -1.05
C 2.855 0.472 -0.072 0.45
H -0.078 0.263 1.660 0.31
H -1.601 2.167 1.476 0.38
H -2.695 -0.889 -0.588 0.49
H -1.950 -1.177 0.908 0.55
H -1.967 1.227 -1.725 0.56
H 2.491 -0.885 1.669 0.39
H 1.523 -1.207 -1.745 0.42
H -0.392 0.418 -2.153 0.18
H 0.752 1.259 0.440 0.24
H -0.547 1.928 -1.261 0.64
H 2.770 -1.676 0.066 0.48
H -2.951 0.909 1.051 0.32
H -2.289 2.173 0.000 0.36
H -1.000 -1.481 -0.556 0.46
```

## Properties
SMILES: C[N+](C)(C)C[C@@](O)(CC([O-])=S)N=O
Frontier orbital gap: 6.23 eV
HOMO: -6.89 eV
Charge: 0


Of them, x has the lowest stability.


w.
C4H11N3 | the ωB97M-V functional and the def2-TZVPD basis

XYZ file:
```
18
Properties=species:S:1:pos:R:3:mulliken_charge:R:1
N -1.246 0.559 -1.522 -0.68
N -1.878 -1.503 1.846 -0.74
N 0.382 -1.190 2.181 -0.45
C 0.774 1.763 -0.884 -1.25
C 0.033 0.533 -1.329 0.84
C -0.844 -0.748 1.825 0.15
C 0.806 -0.719 -1.634 -1.14
H 0.284 -1.586 -1.219 0.31
H 1.712 1.490 -0.395 0.32
H 0.987 2.389 -1.754 0.32
H 1.808 -0.670 -1.202 0.30
H -1.633 1.486 -1.318 0.26
H -0.876 0.310 1.516 0.28
H 0.340 -2.102 2.625 0.27
H 0.889 -0.835 -2.718 0.34
H 0.988 -0.534 2.656 0.24
H -2.688 -0.973 1.502 0.25
H 0.163 2.329 -0.174 0.38
```

## Properties
SMILES: [H]/N=C/N.CC(C)=N
Frontier orbital gap: 10.14 eV
HOMO: -9.38 eV
Charge: 0


x.
C4H11N3 | the ωB97M-V functional and the def2-TZVPD basis

XYZ file:
```
18
Properties=species:S:1:pos:R:3:mulliken_charge:R:1
N 1.281 1.157 -0.997 -0.63
N 1.364 -0.800 0.453 -0.36
N -1.037 -0.959 0.339 -0.23
C -1.671 0.203 -0.043 -0.15
C 1.819 0.567 0.202 -0.53
C -2.379 0.358 -1.157 -0.77
C 0.119 -0.938 1.195 -0.66
H 1.504 0.582 -1.798 0.26
H -1.609 0.995 0.693 0.34
H 2.097 -1.346 0.883 0.24
H 0.274 1.228 -0.940 0.29
H -2.456 -0.422 -1.894 0.23
H 1.556 1.236 1.044 0.33
H -0.983 -1.658 -0.389 0.25
H 0.151 -1.894 1.732 0.36
H 2.910 0.548 0.099 0.40
H -0.022 -0.124 1.929 0.35
H -2.917 1.267 -1.350 0.27
```

## Properties
SMILES: C=CNCNCN
Frontier orbital gap: 9.27 eV
HOMO: -8.18 eV
Charge: 0


Of them, x has the lowest stability.